DFT (the ωB97M-V functional and the def2-TZVPD basis) results for a cluster of 2 separate species, C3H11NOS in total in a non-equilibrium geometry.

Summary:
multiplicity: 1
total energy: -17660.644 eV
highest occupied orbital energy: -8.5 eV
E_LUMO: 0.53 eV
net charge: 0
relative energy (zero: lowest compared OMol25 entry of this formula, charge and spin): 171.49 kJ/mol
gap between HOMO and LUMO: 8.9853 eV

Last column: natural (NBO) charge in e.
Element x y z (Å)
N: -1.356 0.880 0.760  -0.88
C: -1.571 -0.026 -0.283  -0.20
C: -0.275 -0.864 -0.613  -0.43
C: 0.922 -0.757 0.301  -0.47
S: 1.026 -2.111 1.609  -0.09
H: -0.461 1.298 0.923  0.36
H: -1.930 1.017 1.559  0.38
H: -2.549 -0.490 -0.140  0.21
H: -1.596 0.687 -1.204  0.15
H: -0.537 -1.891 -0.767  0.21
H: 0.034 -0.414 -1.666  0.20
H: 0.779 0.113 0.877  0.20
H: 1.872 -0.632 -0.251  0.23
H: -0.035 -2.808 1.118  0.12
O: 1.997 1.771 -0.414  -0.95
H: 1.247 2.452 -0.521  0.48
H: 2.433 1.777 -1.286  0.48

---

DFT (the ωB97M-V functional and the def2-TZVPD basis) results for a structure of composition C6H8CrO5S in a non-equilibrium geometry.

Summary:
⟨S²⟩: 6.039
multiplicity: 5
total energy: -55822.519 eV
highest occupied orbital energy (spin up / spin down): -18.4 / -18.7 eV
E_LUMO (spin up / spin down): -9.74 / -11.75 eV
net charge: +2
relative energy (zero: lowest compared OMol25 entry of this formula, charge and spin): 0.00 kJ/mol
gap between HOMO and LUMO (spin up / spin down): 8.6507 / 6.9625 eV

Last column: Löwdin spin population.
Element x y z (Å)
Cr: 0.927 -0.803 0.744  3.26
C: 0.733 -1.970 2.189  0.08
O: 0.720 -2.667 3.129  0.13
C: 2.825 -0.932 0.746  0.06
O: 3.973 -1.111 0.884  0.12
C: 0.916 0.847 1.886  0.02
O: 1.155 1.629 2.709  0.05
C: 0.763 -2.152 -0.537  0.07
O: 0.643 -2.995 -1.336  0.13
H: 1.381 2.115 -2.279  0.00
H: 2.129 2.036 -2.310  0.00
C: -2.811 0.213 -0.046  0.00
S: -1.013 0.412 0.242  0.00
C: -0.562 0.745 -1.465  0.04
O: -0.960 1.671 1.110  0.02
H: -2.943 -0.537 -0.826  0.00
H: -3.154 1.209 -0.380  0.00
H: -3.272 -0.093 0.900  0.00
H: -0.829 1.794 -1.676  0.00
H: 0.517 0.540 -1.589  0.01
H: -1.138 0.050 -2.095  0.00

---

DFT (the ωB97M-V functional and the def2-TZVPD basis) results for a structure of composition C26H23GeO6RuS.

Summary:
⟨S²⟩: 8.798
multiplicity: 6
total energy: -109534.193 eV
highest occupied orbital energy (spin up / spin down): -13.8 / -13.8 eV
E_LUMO (spin up / spin down): -6.48 / -8.81 eV
net charge: +2
relative energy (zero: lowest compared OMol25 entry of this formula, charge and spin): 0.00 kJ/mol
gap between HOMO and LUMO (spin up / spin down): 7.3498 / 4.9997 eV

Last column: Löwdin spin population.
Element x y z (Å)
Ru: -2.565 0.823 0.643  3.68
O: -5.191 3.567 2.638  0.01
C: -4.522 2.542 2.209  0.01
O: -3.592 2.625 1.406  0.09
C: -4.999 1.231 2.767  0.01
O: -4.051 0.240 2.412  0.09
C: -4.585 -1.081 2.180  0.01
C: -4.513 -1.447 0.698  0.02
O: -5.084 -2.394 0.263  0.04
O: -3.738 -0.627 -0.023  0.31
H: -4.871 4.399 2.245  0.00
H: -5.985 1.025 2.337  0.00
H: -5.104 1.308 3.851  0.00
H: -5.614 -1.152 2.527  0.00
H: -3.979 -1.788 2.745  0.00
Ge: -0.723 0.369 -1.482  0.02
C: 1.098 0.609 -2.011  0.02
C: 1.760 1.836 -1.979  0.00
C: 3.104 1.900 -2.312  0.00
C: 3.788 0.745 -2.671  0.00
C: 3.133 -0.477 -2.704  0.00
C: 1.787 -0.549 -2.375  0.00
C: -2.007 1.863 -1.516  0.05
C: -3.272 1.698 -2.115  0.05
C: -4.108 2.790 -2.290  0.01
C: -3.694 4.052 -1.883  0.05
C: -2.454 4.232 -1.276  0.01
C: -1.618 3.149 -1.081  0.05
H: -1.415 -0.895 -1.976  0.00
H: 1.242 2.748 -1.713  0.00
H: 3.615 2.853 -2.301  0.00
H: 4.835 0.802 -2.939  0.00
H: 3.663 -1.373 -2.998  0.00
H: 1.280 -1.506 -2.417  0.00
H: -3.586 0.716 -2.451  0.00
H: -5.072 2.659 -2.764  0.00
H: -4.340 4.905 -2.048  0.00
H: -2.138 5.220 -0.967  0.00
H: -0.657 3.298 -0.603  0.00
C: 7.071 -5.214 0.915  0.00
C: 5.772 -4.510 0.673  0.01
O: 4.869 -4.895 -0.001  0.01
S: 5.747 -2.891 1.540  0.05
C: 4.130 -2.282 1.332  0.05
C: 4.003 -0.880 1.425  0.00
C: 2.777 -0.287 1.318  0.03
C: 1.628 -1.089 1.117  0.04
C: 1.757 -2.498 1.051  0.03
C: 2.988 -3.087 1.159  0.00
C: 0.403 -0.494 0.902  0.12
C: -0.650 0.124 0.637  0.13
H: 7.128 -6.084 0.267  0.00
H: 7.116 -5.527 1.960  0.00
H: 7.913 -4.546 0.730  0.00
H: 4.890 -0.276 1.563  0.00
H: 2.678 0.790 1.364  0.00
H: 0.873 -3.107 0.916  0.00
H: 3.083 -4.158 1.109  0.00

---

DFT (the ωB97M-V functional and the def2-TZVPD basis) results for an isolated molecule of C26H30N2O9S in a non-equilibrium geometry.

Summary:
multiplicity: 1
total energy: -59689.670 eV
highest occupied orbital energy: -8.1 eV
E_LUMO: -0.70 eV
net charge: 0
relative energy (zero: lowest compared OMol25 entry of this formula, charge and spin): 240.69 kJ/mol
gap between HOMO and LUMO: 7.4508 eV

Last column: natural (NBO) charge in e.
Element x y z (Å)
C: -4.581 -3.326 1.518  -0.27
O: -4.717 -2.082 0.857  -0.55
C: -4.876 -2.165 -0.532  -0.07
C: -3.636 -2.677 -1.297  -0.26
N: -2.425 -1.966 -0.994  -0.40
C: -1.494 -2.458 -0.147  0.58
O: -1.566 -3.514 0.446  -0.60
C: -0.337 -1.463 -0.120  0.46
O: 0.674 -1.579 0.538  -0.51
C: -0.701 -0.421 -1.070  -0.27
C: 0.078 0.585 -1.528  0.49
O: -0.370 1.346 -2.547  -0.65
C: 1.424 0.872 -1.004  -0.13
C: 1.642 1.024 0.364  -0.09
C: 2.915 1.296 0.831  -0.20
C: 3.958 1.413 -0.067  -0.32
S: 5.625 1.722 0.507  2.32
O: 5.610 1.925 1.928  -0.94
O: 6.220 2.731 -0.320  -0.94
N: 6.345 0.257 0.099  -0.67
C: 7.791 0.330 -0.021  -0.27
C: 8.291 -1.005 -0.572  -0.07
O: 7.910 -2.070 0.267  -0.52
C: 6.512 -2.133 0.409  -0.07
C: 5.945 -0.828 0.974  -0.27
C: 3.758 1.282 -1.427  -0.17
C: 2.485 1.020 -1.899  -0.21
C: -2.097 -0.683 -1.580  -0.06
C: -3.021 0.428 -1.133  -0.06
C: -3.593 1.304 -2.037  -0.21
C: -4.412 2.315 -1.576  -0.24
C: -4.702 2.472 -0.223  0.25
O: -5.531 3.517 0.045  -0.50
C: -6.026 3.754 1.345  -0.24
C: -4.126 1.575 0.700  0.30
O: -4.419 1.711 2.029  -0.52
C: -4.054 0.665 2.902  -0.26
C: -3.277 0.586 0.223  -0.30
H: -3.597 -3.771 1.342  0.21
H: -5.364 -4.023 1.201  0.16
H: -4.692 -3.118 2.581  0.19
H: -5.116 -1.149 -0.853  0.20
H: -5.717 -2.830 -0.784  0.17
H: -3.843 -2.601 -2.369  0.21
H: -3.452 -3.724 -1.037  0.24
H: 0.266 2.044 -2.755  0.50
H: 0.816 0.936 1.049  0.23
H: 3.119 1.421 1.883  0.25
H: 8.253 0.520 0.959  0.19
H: 8.023 1.155 -0.694  0.24
H: 7.879 -1.158 -1.581  0.17
H: 9.381 -1.022 -0.613  0.20
H: 6.045 -2.332 -0.567  0.17
H: 6.309 -2.964 1.086  0.20
H: 6.323 -0.660 1.992  0.20
H: 4.855 -0.866 0.998  0.22
H: 4.600 1.393 -2.091  0.24
H: 2.319 0.894 -2.960  0.22
H: -2.121 -0.752 -2.676  0.21
H: -3.399 1.204 -3.094  0.21
H: -4.868 3.013 -2.260  0.23
H: -5.224 3.979 2.050  0.19
H: -6.677 4.623 1.243  0.19
H: -6.606 2.907 1.716  0.18
H: -2.972 0.637 3.065  0.17
H: -4.395 -0.303 2.524  0.20
H: -4.550 0.890 3.845  0.20
H: -2.820 -0.104 0.913  0.23

---

Q: Look up the total energy of the first one.
A: -17660.644 eV

---

Q: Number 4 is which compound?
A: C26H30N2O9S

---

Q: Which value of net charge does entry 1 give?
A: 0